Model 1:
A structure of composition C4H9N4. Source: the Open Molecules 2025 dataset; level of theory: wB97M-V/def2-TZVPD.

As for the gap between HOMO and LUMO: 0.3644 Eh. Its HOMO energy is -13.30 eV. The total charge is +1. The calculation puts the LUMO energy at -0.1245 hartree.

Positions of all 17 atoms, in Å:
C1 0.02 0.61 -0.84
C2 1.00 -1.87 0.12
C3 -0.29 -1.13 0.51
C4 -1.05 1.20 1.26
N1 1.12 -0.56 -1.92
N2 1.48 -1.47 -1.28
N3 -0.37 0.24 0.31
N4 0.00 1.70 -1.54
H1 1.87 -1.49 0.57
H2 0.92 -2.92 0.06
H3 -1.11 -1.64 -0.04
H4 -0.26 -1.32 1.60
H5 -2.01 1.40 0.89
H6 -0.99 0.63 2.21
H7 -0.51 2.13 1.59
H8 0.51 1.84 -2.34
H9 -0.33 2.64 -1.15


Model 2:
A cluster of 2 separate species, C4H9N4 in total. Source: the Open Molecules 2025 dataset; level of theory: wB97M-V/def2-TZVPD.

As for the gap between HOMO and LUMO (alpha / beta): 0.2662 / 0.2663 Eh. Its HOMO energy (alpha / beta) is -12.72 / -12.72 eV. The total charge is +1. The calculation puts the LUMO energy (alpha / beta) at -0.2013 / -0.2013 hartree.

Positions of all 17 atoms, in Å:
C1 2.68 -0.61 -0.01
C2 0.29 1.14 0.80
C3 2.34 0.64 -0.44
C4 -1.00 -1.59 0.38
N1 2.97 -1.66 0.41
N2 1.31 1.38 -0.05
N3 0.01 -0.57 -1.38
N4 -0.80 -0.42 -0.46
H1 0.52 0.43 1.45
H2 -0.30 2.07 1.09
H3 2.94 0.99 -1.24
H4 -2.05 -1.96 0.09
H5 -0.32 -2.45 0.14
H6 -1.05 -1.38 1.38
H7 0.99 2.26 -0.67
H8 0.07 0.18 -2.17
H9 -1.50 0.27 -0.54


It is model 1 that is most stable; the runner-up trails by 2.519 eV.